Version A
ORCA calculation (wB97M-V/def2-TZVPD) on a 17-piece molecular cluster, H34O17 overall.

Values from the calculation:
HOMO energy: -0.382 hartree
Lowest unoccupied orbital energy: -0.7 eV
Gap between HOMO and LUMO: 0.3560 Eh

Geometry (Å):
O1 -1.737 -2.827 4.118
H1 -2.421 -2.213 4.387
H2 -1.380 -2.449 3.314
O2 -1.687 -1.877 -5.810
H3 -1.802 -1.074 -6.317
H4 -1.633 -1.582 -4.901
O3 0.183 0.990 2.025
H5 0.982 1.517 2.044
H6 -0.352 1.341 2.737
O4 -4.153 -1.044 -3.189
H7 -3.465 -1.700 -3.078
H8 -4.969 -1.527 -3.061
O5 1.138 -0.407 -0.298
H9 0.884 0.086 0.482
H10 0.337 -0.853 -0.572
O6 -1.122 -1.167 -1.083
H11 -1.527 -1.615 -1.826
H12 -1.750 -0.486 -0.842
O7 2.364 5.053 -0.299
H13 2.708 5.630 0.383
H14 1.617 4.616 0.112
O8 -2.713 1.629 3.485
H15 -2.619 2.242 4.214
H16 -3.552 1.858 3.084
O9 1.002 2.147 -1.899
H17 0.814 2.542 -1.048
H18 1.201 1.232 -1.699
O10 5.176 -1.693 -2.158
H19 4.681 -1.728 -1.339
H20 4.643 -2.186 -2.782
O11 -2.370 -3.351 -2.728
H21 -1.987 -4.039 -3.273
H22 -2.745 -3.817 -1.981
O12 0.066 3.606 0.398
H23 -0.865 3.791 0.276
H24 0.275 3.977 1.255
O13 3.532 -2.006 0.064
H25 3.131 -2.416 0.831
H26 2.849 -1.434 -0.287
O14 -0.934 -4.051 0.942
H27 -1.213 -4.351 0.077
H28 -0.283 -3.372 0.762
O15 -2.735 0.688 0.515
H29 -2.909 1.609 0.321
H30 -2.156 0.709 1.277
O16 3.130 0.325 3.248
H31 2.985 1.208 2.908
H32 3.002 -0.247 2.491
O17 2.609 2.805 1.904
H33 2.289 2.717 1.006
H34 3.479 3.194 1.811

Here is what Löwdin gives for the atomic charges, in e: O -0.05; H 0.02; H 0.01; O -0.05; H 0.04; H 0.01; O -0.03; H 0.00; H 0.04; O -0.05; H -0.03; H 0.03; O -0.05; H 0.00; H -0.03; O -0.02; H 0.02; H 0.03; O -0.04; H 0.04; H -0.04; O -0.04; H 0.05; H 0.04; O -0.05; H -0.03; H 0.00; O -0.06; H -0.03; H 0.02; O -0.03; H 0.07; H 0.06; O -0.04; H 0.08; H 0.06; O -0.05; H 0.05; H 0.00; O -0.04; H 0.02; H 0.02; O -0.03; H 0.05; H 0.01; O -0.05; H -0.03; H 0.02; O -0.03; H 0.03; H 0.08

Version B
ORCA calculation (wB97M-V/def2-TZVPD) on a 17-piece molecular cluster, H34O17 overall.

Values from the calculation:
HOMO energy: -0.359 hartree
Lowest unoccupied orbital energy: -0.4 eV
Gap between HOMO and LUMO: 0.3456 Eh

Geometry (Å):
O1 -7.923 9.123 -9.640
H1 -7.657 8.593 -10.392
H2 -7.409 8.777 -8.910
O2 -12.105 10.324 -14.691
H3 -12.041 10.398 -13.739
H4 -12.388 11.191 -14.981
O3 -7.383 11.267 -15.251
H5 -7.916 11.346 -14.460
H6 -6.517 11.013 -14.932
O4 -9.161 10.852 -12.880
H7 -8.855 10.106 -13.395
H8 -10.061 10.629 -12.643
O5 -11.521 9.194 -17.418
H9 -11.861 9.756 -16.723
H10 -10.579 9.362 -17.424
O6 -7.476 11.217 -19.854
H11 -8.130 11.321 -20.546
H12 -6.831 11.903 -20.030
O7 -9.367 13.548 -17.460
H13 -9.973 13.655 -18.193
H14 -9.055 12.647 -17.536
O8 -4.655 12.157 -17.702
H15 -4.722 11.210 -17.578
H16 -5.345 12.520 -17.147
O9 -8.101 12.395 -10.676
H17 -8.452 11.549 -10.956
H18 -8.645 13.040 -11.129
O10 -8.750 16.323 -16.263
H19 -9.375 16.723 -16.867
H20 -8.613 15.441 -16.610
O11 -8.034 8.089 -13.495
H21 -8.510 7.620 -14.180
H22 -7.843 7.421 -12.836
O12 -4.840 9.288 -17.923
H23 -3.984 9.547 -18.264
H24 -5.422 9.325 -18.682
O13 -10.024 14.153 -12.104
H25 -10.194 14.145 -13.046
H26 -10.365 14.997 -11.806
O14 -5.900 10.844 -9.983
H27 -6.813 10.557 -9.986
H28 -5.398 10.049 -10.161
O15 -10.461 14.152 -14.721
H29 -10.055 13.666 -15.439
H30 -11.287 14.472 -15.085
O16 -8.914 10.690 -17.478
H31 -8.240 10.667 -18.158
H32 -8.428 10.628 -16.656
O17 -5.542 6.584 -14.833
H33 -5.317 7.104 -15.604
H34 -6.381 6.940 -14.540

Here is what Löwdin gives for the atomic charges, in e: O -0.03; H 0.04; H 0.06; O -0.03; H 0.03; H 0.04; O -0.02; H 0.02; H 0.07; O -0.03; H 0.00; H 0.05; O -0.06; H -0.02; H -0.01; O -0.03; H 0.06; H 0.05; O -0.04; H 0.06; H 0.00; O -0.05; H -0.03; H 0.03; O -0.06; H -0.02; H -0.02; O -0.05; H 0.03; H -0.01; O -0.02; H 0.06; H 0.05; O -0.04; H 0.05; H 0.04; O -0.05; H -0.03; H 0.04; O -0.07; H -0.04; H 0.02; O -0.03; H 0.02; H 0.06; O -0.05; H 0.00; H 0.00; O -0.05; H 0.02; H -0.02

Most stable to least stable, the ends of the list are version B and version A.

Version A
ORCA calculation (wB97M-V/def2-TZVPD) on C22H27N3O3 as an isolated structure.

Values from the calculation:
HOMO energy: -0.273 hartree
Lowest unoccupied orbital energy: -0.2 eV
Gap between HOMO and LUMO: 0.2643 Eh

Geometry (Å):
C1 5.655 5.178 -0.121
C2 4.266 4.508 -0.607
C3 3.844 4.702 -2.024
C4 2.755 4.197 -2.377
C5 1.920 3.511 -1.400
C6 2.510 3.233 -0.167
C7 3.778 3.796 0.363
C8 3.905 3.767 1.651
H1 4.237 4.730 2.075
H2 3.114 3.248 2.286
H3 4.884 3.020 1.570
N1 1.676 2.554 0.535
C9 2.089 1.109 0.917
H4 3.162 1.020 1.168
C10 1.108 0.285 1.524
N2 0.099 0.042 0.789
C11 -0.671 -1.167 0.919
O1 -0.233 -2.091 1.461
C12 -2.062 -1.228 -0.229
N3 -2.373 -2.578 -0.057
C13 -2.052 -3.477 -0.764
O2 -1.080 -3.474 -1.803
C14 -2.600 -4.882 -0.347
H5 -1.665 -5.585 0.021
C15 -3.676 -4.238 0.784
C16 -3.379 -2.947 0.997
O3 -3.836 -2.122 1.971
H6 -3.183 -4.824 1.739
C17 -4.858 -4.731 0.844
C18 -5.420 -4.441 -0.534
C19 -4.761 -4.727 -1.719
C20 -3.529 -5.410 -1.334
H7 -3.710 -6.576 -1.090
H8 -2.838 -5.537 -2.127
H9 -4.963 -4.499 -2.560
H10 -6.366 -3.870 -0.892
H11 -5.293 -5.692 0.979
H12 -5.351 -4.336 1.545
H13 -1.670 -0.999 -1.214
H14 -2.557 -0.469 0.102
C21 -0.339 1.054 0.031
H15 0.200 1.019 -1.158
C22 0.325 2.529 0.590
H16 -0.104 2.626 1.706
H17 -0.039 3.478 -0.094
H18 -1.603 1.240 0.013
H19 1.563 -0.905 1.775
H20 0.942 0.518 2.640
H21 2.253 0.644 -0.351
H22 1.281 3.017 -2.027
H23 2.454 4.383 -3.484
H24 4.516 5.430 -2.638
H25 6.088 4.461 0.274
H26 6.183 5.644 -0.853
H27 5.404 5.861 0.703

Here is what Löwdin gives for the atomic charges, in e: C 0.01; C -0.13; C -0.09; C -0.15; C -0.01; C -0.23; C -0.35; C -0.06; H 0.11; H 0.12; H 0.18; N -0.18; C -0.09; H 0.12; C -0.33; N -0.17; C -0.26; O 0.15; C 0.05; N 0.02; C -0.35; O -0.09; C -0.08; H 0.22; C -0.31; C -0.17; O 0.04; H 0.25; C -0.20; C 0.00; C -0.01; C -0.23; H 0.18; H 0.10; H 0.01; H 0.14; H 0.16; H 0.08; H 0.13; H 0.03; C -0.16; H 0.18; C -0.17; H 0.15; H 0.17; H 0.18; H 0.21; H 0.16; H 0.21; H 0.07; H 0.14; H 0.14; H -0.03; H 0.04; H 0.09

Version B
ORCA calculation (wB97M-V/def2-TZVPD) on a single C22H27N3O3 molecule.

Values from the calculation:
HOMO energy: -0.294 hartree
Lowest unoccupied orbital energy: 0.8 eV
Gap between HOMO and LUMO: 0.3218 Eh
SMILES string: CCc1cccc(C)c1N(C(=O)Cn1c(=O)[nH]c2ccccc21)[C@H](C)COC

Geometry (Å):
C1 -1.967 -2.690 -1.972
H1 -2.637 -2.455 -2.796
H2 -2.167 -3.711 -1.658
H3 -0.939 -2.647 -2.325
C2 -2.178 -1.704 -0.821
C3 -1.040 -1.717 0.160
C4 -0.579 -2.925 0.670
C5 0.478 -2.968 1.556
C6 1.084 -1.794 1.963
C7 0.638 -0.567 1.496
C8 -0.424 -0.539 0.584
N1 -0.872 0.733 0.108
C9 -0.308 1.329 -0.962
O1 -0.480 2.505 -1.233
C10 0.524 0.443 -1.900
N2 1.738 -0.069 -1.330
C11 2.782 0.671 -0.817
C12 2.965 2.034 -0.688
C13 4.149 2.464 -0.107
C14 5.113 1.564 0.327
C15 4.938 0.193 0.192
C16 3.763 -0.241 -0.388
N3 3.281 -1.501 -0.675
C17 2.045 -1.413 -1.272
O2 1.366 -2.325 -1.685
H4 3.749 -2.373 -0.501
H5 5.691 -0.505 0.524
H6 6.021 1.936 0.776
H7 4.324 3.522 0.010
H8 2.214 2.733 -1.021
H9 0.755 1.060 -2.777
H10 -0.065 -0.424 -2.211
C18 -1.780 1.534 0.940
C19 -2.255 0.771 2.168
H11 -2.903 1.417 2.754
H12 -1.426 0.453 2.793
H13 -2.823 -0.101 1.859
C20 -2.999 1.999 0.127
O3 -3.811 0.898 -0.208
C21 -4.893 1.253 -1.025
H14 -5.439 0.335 -1.237
H15 -5.558 1.965 -0.520
H16 -4.552 1.702 -1.966
H17 -3.570 2.716 0.739
H18 -2.666 2.520 -0.779
H19 -1.243 2.445 1.241
C22 1.289 0.687 2.005
H20 1.114 1.535 1.349
H21 2.363 0.545 2.103
H22 0.898 0.936 2.993
H23 1.913 -1.821 2.657
H24 0.832 -3.916 1.931
H25 -1.049 -3.843 0.358
H26 -3.102 -1.954 -0.292
H27 -2.306 -0.696 -1.215

Here is what Löwdin gives for the atomic charges, in e: C -0.09; H 0.07; H 0.07; H 0.06; C -0.18; C -0.16; C -0.03; C -0.06; C -0.05; C -0.21; C -0.16; N 0.04; C -0.42; O 0.06; C 0.01; N 0.05; C -0.17; C -0.01; C -0.09; C -0.10; C -0.02; C -0.19; N 0.20; C -0.48; O 0.08; H 0.17; H 0.11; H 0.10; H 0.10; H 0.11; H 0.15; H 0.13; C -0.26; C -0.01; H 0.09; H 0.07; H 0.09; C -0.18; O -0.20; C -0.10; H 0.09; H 0.09; H 0.09; H 0.13; H 0.12; H 0.15; C -0.01; H 0.07; H 0.08; H 0.09; H 0.11; H 0.10; H 0.11; H 0.12; H 0.09

Most stable to least stable, the ends of the list are version B and version A.

Version A
ORCA calculation (wB97M-V/def2-TZVPD) on a 2-piece molecular cluster, C5H13N2 overall.

Values from the calculation:
HOMO energy (spin up / spin down): -0.352 / -0.353 hartree
2S+1: 2
Lowest unoccupied orbital energy (spin up / spin down): 1.1 / -0.6 eV
Gap between HOMO and LUMO (spin up / spin down): 0.3915 / 0.3293 Eh
Expectation value of S²: 0.7538

Geometry (Å):
N1 -0.434 0.898 -0.636
C1 -0.554 -0.320 0.138
C2 0.765 -0.794 0.799
C3 1.991 -0.257 0.127
C4 3.138 -0.893 -0.054
C5 -1.732 -0.155 1.105
N2 -2.950 0.166 0.333
H1 -0.206 1.710 -0.052
H2 -0.894 -1.045 -0.603
H3 -2.667 0.881 -0.327
H4 0.032 1.632 -3.271
H5 0.737 -1.858 0.633
H6 0.796 -0.545 1.860
H7 1.935 0.752 -0.280
H8 3.232 -1.956 0.127
H9 3.981 -0.379 -0.500
H10 -1.903 -1.023 1.743
H11 -1.447 0.636 1.816
H12 -0.203 1.938 -3.910
H13 -3.617 0.610 0.953

Here is what Löwdin gives for the atomic charges, in e: N 0.12; C -0.44; C -0.15; C -0.20; C 0.00; C -0.26; N 0.00; H 0.06; H 0.13; H 0.05; H -0.02; H 0.11; H 0.12; H 0.09; H 0.06; H 0.05; H 0.11; H 0.11; H 0.00; H 0.06

Version B
ORCA calculation (wB97M-V/def2-TZVPD) on a single C5H13N2 molecule.

Values from the calculation:
HOMO energy (spin up / spin down): -0.134 / -0.343 hartree
2S+1: 2
Lowest unoccupied orbital energy (spin up / spin down): 0.9 / 0.8 eV
Gap between HOMO and LUMO (spin up / spin down): 0.1667 / 0.3743 Eh
Expectation value of S²: 0.7511

Geometry (Å):
C1 1.719 -0.580 -1.192
C2 0.732 -0.956 0.012
C3 -0.664 -0.317 -0.380
C4 -1.010 1.004 0.284
C5 -1.169 2.146 -0.433
N1 -0.906 1.247 1.797
N2 0.499 -2.405 0.189
H1 1.146 -0.633 -2.144
H2 1.951 0.516 -1.298
H3 2.639 -1.172 -1.172
H4 1.076 -0.497 1.021
H5 -1.304 -1.181 0.078
H6 -0.766 -0.359 -1.451
H7 -1.560 3.127 0.009
H8 -1.033 2.152 -1.494
H9 -0.297 0.401 2.150
H10 -0.520 2.157 1.902
H11 -1.839 1.373 2.339
H12 1.343 -3.006 0.441
H13 -0.036 -3.015 -0.659

Here is what Löwdin gives for the atomic charges, in e: C -0.08; C -0.47; C -0.17; C -0.37; C 0.00; N 0.07; N -0.06; H 0.06; H 0.08; H 0.06; H 0.10; H 0.12; H 0.10; H 0.07; H 0.04; H 0.08; H 0.00; H 0.12; H 0.08; H 0.16

Most stable to least stable, the ends of the list are version A and version B.

Version A
ORCA calculation (wB97M-V/def2-TZVPD) on a 2-piece molecular cluster, CH3ClO2S overall.

Values from the calculation:
HOMO energy (spin up / spin down): -0.350 / -0.349 hartree
Lowest unoccupied orbital energy (spin up / spin down): -2.7 / -2.7 eV
Gap between HOMO and LUMO (spin up / spin down): 0.2517 / 0.2510 Eh

Geometry (Å):
C1 0.823 -0.456 -0.016
O1 1.171 0.853 0.458
O2 -0.176 -0.579 -0.792
S1 -2.056 -0.474 0.614
Cl1 -3.128 0.953 -0.262
H1 1.029 -1.212 0.792
H2 1.798 -0.528 -0.718
H3 0.540 1.443 -0.075

Here is what Löwdin gives for the atomic charges, in e: C -0.57; O -0.09; O -0.20; S 0.34; Cl 0.06; H 0.14; H 0.19; H 0.12

Version B
ORCA calculation (wB97M-V/def2-TZVPD) on a 2-piece molecular cluster, CH3ClO2S overall.

Values from the calculation:
HOMO energy: -0.370 hartree
Lowest unoccupied orbital energy: 0.5 eV
Gap between HOMO and LUMO: 0.3875 Eh
SMILES string: O=C(O)S.Cl

Geometry (Å):
C1 0.028 0.434 -0.635
O1 -0.025 1.002 0.414
O2 0.463 -0.790 -0.865
S1 -0.474 1.188 -2.163
Cl1 -0.398 -1.453 2.004
H1 0.543 -1.483 2.870
H2 0.683 -1.241 -0.027
H3 -0.819 2.344 -1.597

Here is what Löwdin gives for the atomic charges, in e: C -0.99; O -0.02; O 0.00; S 0.85; Cl 0.43; H -0.20; H 0.04; H -0.12

Most stable to least stable, the ends of the list are version B and version A.